1.
This record from the OMol25 dataset describes the molecule C5H7NO. The level of theory is wB97M-V/def2-TZVPD.

XYZ file:
```
14
Properties=species:S:1:pos:R:3:forces:R:3
O -0.642 2.443 -0.059 -0.6486 -0.1341 0.5083
C -1.208 1.381 0.086 0.1545 0.0751 -0.0906
N -0.784 0.396 0.975 0.5409 0.0520 -0.2982
C -0.512 -1.007 0.591 -0.2618 -0.0903 0.0770
C 0.832 -1.345 -0.176 -0.0993 0.2139 0.0919
C 1.274 -0.112 -0.800 0.1771 0.5678 -0.3398
C 1.381 1.016 -1.200 0.3882 -0.4815 -0.1474
H -2.167 1.184 -0.426 0.2755 -0.3742 -0.1175
H -0.079 0.818 1.573 0.2094 -0.2901 -0.1489
H -1.335 -1.339 -0.049 -0.0227 0.0646 0.2247
H -0.528 -1.572 1.523 -0.1676 -0.1547 -0.1691
H 1.615 -1.764 0.475 -0.3295 0.3071 0.0645
H 0.687 -2.112 -0.956 -0.2855 0.2456 0.3626
H 1.466 2.013 -1.556 0.0694 -0.0012 -0.0174
```
Forces are in eV/Å.

* electronic energy: -324.63316 Ha
* relative energy (zero: lowest compared OMol25 entry of this formula, charge and spin): 57.3 kcal per mole
* molar mass: 97.12 Da
* Kohn-Sham gap: 10.508 eV
* SMILES: C#CCCNC=O

2.
This record from the OMol25 dataset describes the molecule C5H7NO. The level of theory is wB97M-V/def2-TZVPD.

XYZ file:
```
14
Properties=species:S:1:pos:R:3:forces:R:3
C -1.828 0.140 0.061 -0.1100 -0.0656 0.0772
C -0.418 -0.368 0.113 -0.3126 0.2316 -0.2072
N 0.290 -1.262 1.031 -0.0005 -0.1116 -0.1126
C 0.728 0.117 0.946 0.0513 0.3558 0.1543
C 1.529 0.502 -0.304 0.3120 -0.0603 -0.0755
C 0.442 -0.217 -1.116 -0.0103 -0.0192 -0.4435
O 0.259 -0.477 -2.274 0.2253 0.2000 0.4693
H -1.816 0.895 -0.737 -0.1963 -0.1020 0.1864
H -2.114 0.648 0.985 -0.0464 -0.2425 -0.0013
H -2.579 -0.601 -0.216 0.1128 -0.0579 0.1250
H 0.913 -1.926 0.568 -0.2309 0.1309 -0.0035
H 0.656 0.696 1.861 0.0062 0.0233 -0.2193
H 2.587 0.277 -0.440 -0.0149 -0.1087 0.1385
H 1.353 1.575 -0.479 0.2144 -0.1740 -0.0879
```
Forces are in eV/Å.

* electronic energy: -324.63914 Ha
* relative energy (zero: lowest compared OMol25 entry of this formula, charge and spin): 53.5 kcal per mole
* molar mass: 97.12 Da
* Kohn-Sham gap: 10.282 eV
* SMILES: C[C@]12N[C@H]1CC2=O

3.
This record from the OMol25 dataset describes C5H7NO as an isolated structure at a distorted geometry. The level of theory is wB97M-V/def2-TZVPD.

XYZ file:
```
14
Properties=species:S:1:pos:R:3:forces:R:3
C 0.254 -1.213 1.306 1.8052 -0.3366 2.2304
C -0.637 -0.911 0.439 1.3557 3.1476 -1.5056
C 1.365 -0.064 1.052 -0.2766 -1.2324 -0.6800
C -1.819 -0.916 -0.415 -0.8063 -4.2424 1.9884
C 0.943 1.661 -0.787 -2.3651 -1.2811 -2.2299
N 0.629 0.571 0.105 -1.6627 -0.7104 0.8001
O 2.511 0.025 1.430 -1.1303 0.1982 -0.0570
H 0.314 -1.955 2.112 -0.2137 0.1369 -0.6170
H -2.770 -1.024 0.160 0.7699 0.0206 -0.0650
H -1.793 -1.807 -1.087 0.0648 0.8250 0.1942
H -1.904 -0.050 -0.913 -0.0802 3.0084 -2.0438
H 0.319 1.396 -1.760 1.1511 0.6813 1.6548
H 0.638 2.688 -0.536 0.1601 -0.4426 0.5118
H 1.950 1.600 -1.108 1.2281 0.2274 -0.1814
```
Forces are in eV/Å.

* electronic energy: -324.57639 Ha
* relative energy (zero: lowest compared OMol25 entry of this formula, charge and spin): 92.9 kcal per mole
* molar mass: 97.12 Da
* Kohn-Sham gap (spin up / spin down): 9.409 / 9.409 eV

4.
This record from the OMol25 dataset describes the molecule C5H7NO. The level of theory is wB97M-V/def2-TZVPD.

XYZ file:
```
14
Properties=species:S:1:pos:R:3:forces:R:3
O 1.349 1.871 -0.317 0.0051 -0.5041 -0.2377
C 1.112 0.707 -0.486 0.1053 0.4444 0.0842
C 1.558 -0.578 0.203 0.2021 -0.0046 0.1470
N 0.135 -1.029 0.102 -0.0156 -0.2033 -0.0208
C -0.868 -0.283 0.939 -0.0890 0.0473 0.2492
C -1.404 0.466 -0.307 -0.1053 0.0590 -0.0111
C -0.139 -0.037 -0.991 -0.0923 0.0746 -0.3723
H 2.150 -1.219 -0.461 -0.0426 0.1226 0.1286
H 2.049 -0.511 1.178 -0.2599 -0.0036 -0.0141
H -0.422 0.391 1.681 0.0283 -0.1366 -0.1003
H -1.571 -0.952 1.443 0.1729 0.0976 -0.0851
H -1.498 1.553 -0.245 -0.0195 -0.1943 0.0495
H -2.318 0.033 -0.720 0.1267 0.0438 0.0880
H -0.133 -0.411 -2.019 -0.0161 0.1574 0.0952
```
Forces are in eV/Å.

* electronic energy: -324.63376 Ha
* relative energy (zero: lowest compared OMol25 entry of this formula, charge and spin): 56.9 kcal per mole
* molar mass: 97.12 Da
* Kohn-Sham gap: 10.487 eV
* SMILES: O=C1CN2CC[C@@H]12

5.
This record from the OMol25 dataset describes C5H7NO as an isolated structure at a distorted geometry. The level of theory is wB97M-V/def2-TZVPD.

XYZ file:
```
14
Properties=species:S:1:pos:R:3:forces:R:3
C 0.100 0.375 0.944 -1.0969 3.5480 -0.2450
C 0.073 1.218 -0.562 -1.6675 -0.5781 -0.8335
C 1.154 -0.290 0.127 0.1522 -0.0830 -1.2243
C 0.278 -1.015 -0.834 -1.5040 1.6591 -3.8716
C -0.453 0.010 -1.479 3.6085 -2.3368 4.1913
H -1.359 -0.371 2.329 0.8874 0.8350 -0.9872
H -1.451 -1.028 0.859 0.6349 1.3917 0.0440
H 0.575 1.093 1.645 -0.7366 -0.5611 0.0275
H -0.431 2.204 -0.965 1.6289 -1.4330 1.5752
H 1.988 -0.906 0.393 0.6679 0.1994 0.9011
H 0.355 -2.088 -1.039 -0.1862 0.5074 -0.0337
H -1.171 -0.084 -2.244 -0.7092 0.2293 -0.6574
N -1.163 -0.139 1.329 -1.1247 -2.3284 1.4520
O 1.505 1.022 -0.502 -0.5546 -1.0493 -0.3384
```
Forces are in eV/Å.

* electronic energy: -324.56893 Ha
* relative energy (zero: lowest compared OMol25 entry of this formula, charge and spin): 97.6 kcal per mole
* molar mass: 97.12 Da
* Kohn-Sham gap: 9.916 eV

6.
This record from the OMol25 dataset describes the molecule C5H7NO at a distorted geometry. The level of theory is wB97M-V/def2-TZVPD.

XYZ file:
```
14
Properties=species:S:1:pos:R:3:forces:R:3
O 1.397 2.247 0.400 -0.0709 -0.2634 -0.1735
C 0.776 1.237 0.125 -0.0176 0.0621 0.0118
C 1.444 -0.131 0.046 0.0731 0.0536 0.1339
C 0.495 -1.305 0.076 0.0201 -0.2181 -0.4493
C -0.767 -1.168 -0.326 0.6240 -0.4681 -0.7299
C -1.438 0.143 -0.164 -0.0769 -0.4991 0.7917
N -0.563 1.283 -0.162 0.1878 0.0113 0.1755
H 2.191 -0.151 0.843 -0.1318 -0.0769 -0.0234
H 2.017 -0.149 -0.896 -0.0894 0.0681 0.2285
H 0.832 -2.258 0.468 0.2880 -0.0720 -0.5160
H -1.498 -1.965 -0.428 0.3736 -0.2776 0.2136
H -1.575 -0.372 0.859 -1.6080 2.4405 -0.1482
H -2.359 0.375 -0.725 0.4593 -0.5041 0.3585
H -0.952 2.216 -0.116 -0.0315 -0.2562 0.1270
```
Forces are in eV/Å.

* electronic energy: -324.67303 Ha
* relative energy (zero: lowest compared OMol25 entry of this formula, charge and spin): 32.3 kcal per mole
* molar mass: 97.12 Da
* Kohn-Sham gap: 9.520 eV
* SMILES: O=C1CC=CCN1

7.
This record from the OMol25 dataset describes the molecule C5H7NO at a distorted geometry. The level of theory is wB97M-V/def2-TZVPD.

XYZ file:
```
14
Properties=species:S:1:pos:R:3:forces:R:3
O -2.009 1.276 0.201 0.0243 -0.1232 0.1549
C -0.917 0.896 -0.588 0.2215 0.0283 -0.5089
C 0.453 0.864 0.049 0.0178 0.6109 0.0159
C 0.210 -0.350 0.964 -0.5984 -0.6316 -1.2596
C 1.417 -1.003 0.312 0.2595 -0.3247 -0.1530
N 0.959 -0.242 -0.906 0.5558 0.2737 -0.4542
C -0.487 -0.559 -0.643 0.0866 -0.0510 -0.4789
H -1.808 1.056 1.123 -0.0784 0.0576 -0.1703
H -0.992 1.391 -1.555 -0.0467 0.0702 -0.0318
H 1.122 1.697 0.277 -0.1497 -0.1192 0.1836
H -0.757 -0.850 0.968 -0.4068 -0.0070 2.4791
H 2.405 -0.653 0.638 -0.2692 -0.0898 0.1650
H 1.414 -2.094 0.239 0.0571 0.0728 -0.2586
H -1.009 -1.430 -1.078 0.3265 0.2329 0.3168
```
Forces are in eV/Å.

* electronic energy: -324.47894 Ha
* relative energy (zero: lowest compared OMol25 entry of this formula, charge and spin): 154.1 kcal per mole
* molar mass: 97.12 Da
* Kohn-Sham gap: 8.979 eV

8.
This record from the OMol25 dataset describes the molecule C5H7NO. The level of theory is wB97M-V/def2-TZVPD.

XYZ file:
```
14
Properties=species:S:1:pos:R:3:forces:R:3
O 1.069 1.653 -0.931 -0.0112 -0.0535 -0.0264
C 0.986 0.432 -1.146 0.1711 -0.2412 0.0541
N 1.211 -0.468 0.041 -0.1941 0.0858 0.2369
C 0.754 -0.026 1.185 0.2527 -0.0231 -0.1427
C -1.551 -0.085 0.971 -0.1520 0.0412 -0.1934
C -1.382 -0.084 -0.365 0.3067 -0.0248 0.0072
C -0.715 -0.053 -1.446 -0.4082 0.0349 0.1852
H 1.505 -0.052 -2.001 -0.1000 0.1013 0.0989
H 1.220 -1.470 -0.122 0.0201 0.1613 -0.0184
H 0.761 1.056 1.284 -0.0656 -0.1317 0.0326
H 0.751 -0.673 2.054 -0.0295 0.0593 -0.1437
H -1.800 -1.011 1.488 0.0936 0.1261 -0.1017
H -1.831 0.836 1.480 0.0824 -0.1300 -0.1045
H -0.978 -0.054 -2.492 0.0341 -0.0056 0.1159
```
Forces are in eV/Å.

* electronic energy: -324.56020 Ha
* relative energy (zero: lowest compared OMol25 entry of this formula, charge and spin): 103.1 kcal per mole
* molar mass: 97.12 Da
* Kohn-Sham gap: 8.712 eV

9.
This record from the OMol25 dataset describes the molecule C5H7NO at a distorted geometry. The level of theory is wB97M-V/def2-TZVPD.

XYZ file:
```
14
Properties=species:S:1:pos:R:3:forces:R:3
C 1.774 0.367 0.563 -0.1979 -0.8070 -0.0770
C 0.485 0.976 -0.030 -0.8817 -1.1130 -0.2885
C -0.508 -0.237 -0.351 0.5038 0.9856 0.2277
C -1.972 -0.159 -0.605 -0.0522 0.3230 0.0235
O -1.044 -0.406 -1.649 0.1683 0.4294 -0.2534
C -0.139 -1.539 0.212 -1.7565 -1.2686 -0.0525
N -0.409 -2.628 0.501 1.0246 0.5482 0.1231
H 1.595 -0.755 0.551 0.9832 1.3292 0.3509
H 1.965 0.682 1.596 -0.1052 -0.1337 -0.2862
H 2.675 0.566 -0.029 -0.3137 0.0233 0.0889
H -0.023 1.657 0.666 0.1865 -0.2347 -0.1478
H 0.671 1.536 -0.959 -0.1577 -0.3355 0.2523
H -2.676 -0.977 -0.403 0.5814 0.2362 0.1898
H -2.410 0.836 -0.588 0.0171 0.0176 -0.1507
```
Forces are in eV/Å.

* electronic energy: -324.62952 Ha
* relative energy (zero: lowest compared OMol25 entry of this formula, charge and spin): 59.6 kcal per mole
* molar mass: 97.12 Da
* Kohn-Sham gap: 11.794 eV
* SMILES: CC[C@@]1(C#N)CO1

10.
This record from the OMol25 dataset describes C5H7NO as an isolated structure. The level of theory is wB97M-V/def2-TZVPD.

XYZ file:
```
14
Properties=species:S:1:pos:R:3:forces:R:3
O 1.548 -0.753 -1.052 0.2163 0.0793 -0.0388
C 1.038 -0.235 0.141 -0.1063 -0.0009 0.2411
C 0.352 1.148 0.165 0.1834 0.3074 -0.2005
C -0.880 1.141 -0.671 0.1161 -0.1349 -0.0780
C -1.191 -0.364 -0.706 -0.0518 0.0344 0.0321
C -0.361 -0.717 0.517 -0.0740 -0.3194 0.0606
N -0.495 0.586 1.278 -0.2248 0.1345 0.0892
H 2.473 -0.493 -1.131 -0.1372 -0.0675 -0.0456
H 1.731 -0.343 0.984 -0.0785 0.0575 -0.0953
H 0.887 2.082 0.348 -0.1549 -0.1899 -0.0692
H -1.451 0.973 1.272 0.1895 -0.1469 0.1937
H -0.880 -0.820 -1.655 -0.0128 0.0604 0.0943
H -2.258 -0.562 -0.562 0.1418 0.0816 -0.0819
H -0.512 -1.643 1.072 -0.0068 0.1044 -0.1017
```
Forces are in eV/Å.

* electronic energy: -324.53728 Ha
* relative energy (zero: lowest compared OMol25 entry of this formula, charge and spin): 117.5 kcal per mole
* molar mass: 97.12 Da
* Kohn-Sham gap: 8.885 eV

11.
This record from the OMol25 dataset describes C5H7NO as an isolated structure at a distorted geometry. The level of theory is wB97M-V/def2-TZVPD.

XYZ file:
```
14
Properties=species:S:1:pos:R:3:forces:R:3
C -1.771 -1.059 -0.635 0.5260 -1.3184 -0.9086
C -0.606 -1.689 -0.455 0.5830 -1.4624 -0.1991
C 2.031 0.181 1.253 1.7687 0.5357 0.5645
C -1.381 0.228 -0.043 -0.4675 -1.3562 4.4550
C -0.065 -0.558 0.268 -0.9765 0.5864 -0.5202
N 0.967 -0.257 0.910 0.0151 -0.2665 0.2395
O 1.675 2.144 -0.634 0.1315 4.0852 2.8184
H -2.599 -1.470 -1.112 -1.5821 -0.0341 -0.7324
H -0.208 -2.680 -0.801 -0.4599 1.1213 0.6774
H 2.447 0.323 2.250 -0.4740 -0.4930 0.0959
H 1.655 1.552 -1.294 0.1002 -3.3539 -3.8865
H -1.281 1.042 -0.655 0.1748 2.0826 -1.5902
H -1.973 0.476 0.923 0.9114 -0.0686 -1.5485
H 1.109 1.767 0.025 -0.2509 -0.0580 0.5348
```
Forces are in eV/Å.

* electronic energy: -324.52705 Ha
* relative energy (zero: lowest compared OMol25 entry of this formula, charge and spin): 123.9 kcal per mole
* molar mass: 97.12 Da
* Kohn-Sham gap (spin up / spin down): 8.059 / 8.058 eV

12.
This record from the OMol25 dataset describes C5H7NO as an isolated structure at a distorted geometry. The level of theory is wB97M-V/def2-TZVPD.

XYZ file:
```
14
Properties=species:S:1:pos:R:3:forces:R:3
C 0.233 -1.678 -0.146 -4.5323 -1.5119 -0.3991
C 1.555 -1.280 -0.171 1.8667 -1.1767 -0.0863
C -0.716 -0.698 0.121 6.8996 1.4551 0.1747
C -2.006 -0.463 0.350 -3.7415 -1.5460 -0.0853
C 0.407 1.967 -0.126 1.9732 0.8611 0.9019
N 0.490 0.677 0.535 -2.0881 -3.7728 -0.2828
O 1.659 0.006 0.096 0.8232 2.9401 0.1442
H -0.126 -2.732 -0.409 0.7203 1.6450 0.5850
H 2.499 -1.850 -0.258 -0.9886 0.5575 0.1059
H -2.511 0.391 0.689 0.1942 1.2769 0.5351
H -2.739 -1.278 0.181 0.7132 0.3815 -0.1770
H -0.191 1.950 -0.982 -0.9039 -0.1553 -1.6506
H -0.031 2.748 0.547 0.6014 -0.8355 -0.2667
H 1.476 2.242 -0.429 -1.5375 -0.1190 0.5011
```
Forces are in eV/Å.

* electronic energy: -324.44129 Ha
* relative energy (zero: lowest compared OMol25 entry of this formula, charge and spin): 66.9 kcal per mole
* molar mass: 97.12 Da
* Kohn-Sham gap (spin up / spin down): 6.090 / 7.456 eV
* multiplicity: 3